# 1
C13H24F3HgN3O3Ta as an isolated structure in a non-equilibrium geometry. Source: the OMol25 dataset; level of theory: ωB97M-V/def2-TZVPD.

Structure (ORCA input):
```
! RIJCOSX wB97M-V def2-TZVPD def2/J DEFGRID3
* xyz 2 2
Hg -3.34668 2.66315 -1.13007
Ta -0.19754 0.33693 0.08608
F 2.05354 0.39175 4.19753
F 2.41735 2.35766 3.28182
F 3.74995 0.65650 2.82288
O -1.23044 3.75594 0.93162
O 0.30408 1.16919 1.97434
O 1.77423 -0.05619 0.91316
N -1.03235 -1.42090 0.62215
N 0.82246 0.26685 -1.64102
N -1.27706 1.84035 -0.26034
C -0.12700 1.83205 -3.26101
C 1.63466 -0.95527 -1.86251
C -1.10622 3.25682 -0.15999
C -2.41192 -0.54995 2.44188
C 1.12820 1.39510 -2.51843
C -0.86287 -2.53638 -0.33041
C 1.49615 0.67904 1.91842
C 2.16550 1.09277 -3.60482
C -1.76422 -1.81274 1.82898
C 1.67191 2.52229 -1.64112
C -0.82451 -2.41402 2.87017
C 2.47483 1.02177 3.06968
C -2.90479 -2.79762 1.54700
H -0.48377 1.02851 -3.92823
H -0.09058 -3.16803 0.13318
H -0.42238 -3.34637 2.46619
H -1.77665 -3.18041 -0.47204
H 1.98414 3.32856 -2.31741
H 0.88993 2.92573 -0.98449
H 0.00938 -1.73079 3.10808
H -0.45623 -2.24959 -1.31964
H 1.54581 -1.67393 -1.01782
H -0.94069 2.09429 -2.57662
H 2.52037 2.16679 -1.02936
H -2.50235 -3.80264 1.38916
H 2.71853 -0.71075 -1.92707
H 2.32428 1.94253 -4.29392
H -1.41772 -2.59469 3.78741
H 1.82415 0.26901 -4.23773
H 3.13723 0.86142 -3.15828
H -3.55362 -2.89554 2.43280
H 1.35189 -1.48581 -2.80103
H -1.66591 0.09500 2.92047
H -3.56242 -2.50472 0.71175
H -2.97812 -0.00701 1.65891
H -3.17111 -0.78679 3.21190
H 0.10859 2.73013 -3.85220
*
```

Calculated values
⟨S²⟩: 0.808
HOMO (alpha / beta) in eV: -15.63 / -15.69

# 2
A 5-piece molecular cluster, C13H24N2O3 overall in a non-equilibrium geometry. Source: the OMol25 dataset; level of theory: ωB97M-V/def2-TZVPD.

Structure (ORCA input):
```
! RIJCOSX wB97M-V def2-TZVPD def2/J DEFGRID3
* xyz 0 1
O -15.59135 12.15443 -15.92512
O -21.02191 13.25737 -17.25150
O -19.74886 9.06428 -22.66447
N -17.38227 15.85720 -15.39672
N -12.44940 12.17712 -11.08162
C -18.93974 14.41665 -17.67959
C -16.59351 11.54448 -16.04518
C -20.27526 10.54735 -20.87736
C -15.16902 15.53684 -16.69797
C -20.87223 15.36823 -16.20968
C -13.41445 12.00970 -11.69342
C -17.53841 11.24085 -14.88399
C -20.32007 14.24632 -17.09801
C -16.39913 15.74113 -15.92485
C -19.45348 10.01456 -21.96537
C -18.11788 10.60912 -22.11774
C -14.65805 11.85505 -12.38918
C -16.92805 11.06383 -17.50605
H -17.45767 10.16721 -21.37146
H -15.33874 12.67310 -12.15347
H -17.11408 11.51855 -13.91914
H -18.45287 11.82651 -14.97800
H -20.67840 15.13946 -15.16173
H -18.29872 11.67128 -21.95277
H -21.92575 15.53659 -16.43294
H -17.02627 11.92117 -18.17195
H -19.04617 14.15651 -18.73272
H -20.38848 16.31282 -16.45836
H -14.51305 11.79482 -13.46781
H -20.74576 11.46312 -21.23527
H -17.75679 10.17497 -14.81826
H -14.42946 15.58277 -15.89858
H -17.79478 10.42369 -23.14211
H -17.85440 10.49836 -17.60717
H -21.09071 9.83182 -20.77178
H -16.05694 10.49061 -17.82338
H -18.64417 15.46487 -17.63513
H -18.30888 13.67831 -17.18465
H -15.16903 10.95783 -12.03990
H -19.65618 10.68315 -19.99057
H -15.09162 14.58576 -17.22479
H -15.04734 16.32428 -17.44178
*
```

Calculated values
SMILES: CC(C)=O.CC(C)=O.CC(C)=O.CC#N.CC#N
Relative energy (zero: lowest compared OMol25 entry of this formula, charge and spin) in kcal/mol: 85.0
HOMO in eV: -9.63

# 3
C13H24N4O4 in the gas phase in a non-equilibrium geometry. Source: the OMol25 dataset; level of theory: ωB97M-V/def2-TZVPD.

Structure (ORCA input):
```
! RIJCOSX wB97M-V def2-TZVPD def2/J DEFGRID3
* xyz 0 1
O -4.37836 0.02467 -2.10576
O -3.77941 3.51948 0.10040
O 0.06115 1.02738 -0.51997
O 1.62365 -0.32423 3.25382
N -0.12383 -0.95484 0.42227
N -2.54343 1.02541 -1.50027
N 2.32617 1.10546 1.68510
N -3.97620 3.89073 2.20660
C -3.61771 1.04346 -2.29329
C 1.79905 -3.51351 0.01159
C -0.68227 0.12707 -0.18469
C -3.43825 3.18847 1.27379
C -2.95092 0.56478 0.85355
C -4.10805 2.17665 -3.06644
C -2.50063 1.95464 1.45447
C 0.51458 -3.17357 2.18263
C 1.29510 -1.13136 0.91288
C -2.20267 0.14958 -0.41699
C 1.62343 -2.61817 1.29000
C 1.86945 -0.12398 2.06476
C 2.95483 2.11403 2.55373
H -2.88674 -0.19314 1.66369
H 1.09478 -3.35091 -0.85341
H -3.46926 3.11009 -2.96659
H -0.17848 -3.57683 1.59767
H 1.68725 -4.58579 0.17344
H -2.63837 1.78814 2.56120
H 2.58164 -2.61263 1.92010
H 3.26097 1.74160 3.50734
H -4.52727 4.70774 1.91630
H -3.91890 3.62002 3.14367
H -1.51189 2.17376 1.25420
H -2.00695 1.84464 -1.74200
H -4.05696 0.54258 0.60391
H -2.45059 -0.94233 -0.80747
H -0.63069 -1.77923 0.54202
H 1.11920 -3.93476 2.60270
H 3.76223 2.55732 1.94552
H 0.34859 -2.46292 2.99421
H 1.88070 -0.96846 0.06066
H 2.24391 2.88244 2.93861
H 2.69726 -3.23739 -0.47214
H -5.13362 2.38952 -2.67393
H -4.08102 1.93866 -4.08157
H 2.25821 1.40070 0.70550
*
```

Calculated values
SMILES: CNC(=O)[C@H](NC(=O)[C@@H](CCC(N)=O)NC(C)=O)C(C)C
Relative energy (zero: lowest compared OMol25 entry of this formula, charge and spin) in kcal/mol: 76.7
HOMO in eV: -9.03

# 4
C13H24PtSSe2Si as an isolated structure. Source: the OMol25 dataset; level of theory: ωB97M-V/def2-TZVPD.

Structure (ORCA input):
```
! RIJCOSX wB97M-V def2-TZVPD def2/J DEFGRID3
* xyz 0 3
Pt 0.18164 0.07400 0.27592
Se -1.67638 -1.49083 1.22767
Se 1.26114 0.13967 2.54111
S 2.14682 -0.61846 -0.84052
Si -1.16897 2.03397 0.48514
C -1.21235 -1.24663 3.11364
C 1.31906 -1.80426 -4.61122
C -0.85302 -3.23507 0.96988
C 1.58773 -0.63102 -2.51903
C 1.73923 -1.78309 -3.28992
C 0.73704 -0.68064 -5.18181
C 0.58784 0.46983 -4.41982
C 0.27202 -1.31427 3.41132
C -0.68897 3.06709 2.00155
C -3.03256 1.72846 0.64244
C -0.93727 3.15480 -1.02202
C 2.95854 -0.79820 2.43110
C 1.01445 0.49935 -3.10086
H -1.27088 2.66329 -1.93800
H -1.16495 -3.91245 1.76295
H -0.89264 2.53202 2.93403
H 0.70349 -2.24848 3.05064
H -3.42023 1.19156 -0.22611
H -3.57545 2.67436 0.72327
H 3.29298 -1.03865 3.43761
H 0.36998 3.33162 2.00231
H 0.14386 1.35663 -4.85515
H 2.18851 -2.66222 -2.84572
H -1.26800 3.99485 2.02632
H -1.21485 -3.60480 0.01340
H 0.45032 -1.24358 4.48420
H -1.52088 4.07323 -0.90137
H 0.40541 -0.69959 -6.21170
H -3.28043 1.13440 1.52718
H 3.66768 -0.12934 1.95049
H 2.83721 -1.69097 1.82205
H -1.74663 -2.00310 3.68875
H 0.10938 3.43449 -1.15276
H 1.44373 -2.70722 -5.19611
H 0.90519 1.39910 -2.50972
H -1.62761 -0.27110 3.37374
H 0.22882 -3.13878 0.92515
*
```

Calculated values
⟨S²⟩: 2.008
Relative energy (zero: lowest compared OMol25 entry of this formula, charge and spin) in kcal/mol: 0.0
HOMO (alpha / beta) in eV: -6.22 / -7.24